[1]
A single CH4N2O molecule. Source: OMol25; level of theory: ωB97M-V/def2-TZVPD.

Properties
LUMO level = 0.299 eV
Strongest force on any atom = 7.0 eV/Å
ΔE to the lowest compared entry with this formula, charge and spin = 6.1357 eV
Calculated total energy = -225.066520 a.u.

The geometry in XYZ format:
```
8
Properties=species:S:1:pos:R:3:nbo_charge:R:1
C 0.2839 0.9058 0.5096 0.41
N -0.3950 -0.2536 0.1183 -0.46
N -1.6645 -1.4713 0.1900 -0.62
O 1.3962 1.2997 -0.0835 -0.64
H -0.0911 1.5157 1.3060 0.20
H 0.1154 -0.6652 -0.6593 0.35
H -1.3482 -2.0233 -0.6099 0.26
H 1.7032 0.6923 -0.7712 0.50
```

[2]
A molecular structure, C44H37ClErN4O4PS2. Source: OMol25; level of theory: ωB97M-V/def2-TZVPD.

Properties
LUMO level (alpha / beta) = 0.192 / 0.192 eV
Expectation value of S² = 3.753
Strongest force on any atom = 1.6 eV/Å
Spin multiplicity = 4
Calculated total energy = -4831.880415 a.u.

The geometry in XYZ format:
```
94
Properties=species:S:1:pos:R:3:mulliken_spin:R:1
Er -0.6853 0.2671 -0.1013 3.06
C 1.4610 -5.7954 2.0544 0.00
C 2.6394 -5.2237 1.5989 0.00
C 2.6656 -3.8977 1.1889 0.00
C 1.5030 -3.1364 1.2398 0.00
C 0.3143 -3.7185 1.6863 0.00
C 0.2960 -5.0405 2.0984 0.00
P 1.3774 -1.3690 0.8162 -0.01
C 2.8940 -0.9060 -0.0820 0.00
C 3.3877 -1.6883 -1.1248 0.00
C 4.4275 -1.2294 -1.9182 0.00
C 4.9720 0.0269 -1.6948 0.00
C 4.4677 0.8256 -0.6777 0.00
C 3.4317 0.3670 0.1210 0.00
C 1.6080 -0.6169 2.4741 0.00
C 2.7785 -0.8103 3.1665 0.00
C 2.9411 -0.2814 4.4568 0.00
C 1.9138 0.4088 5.0390 0.00
C 0.6919 0.6147 4.3602 0.00
C -0.3758 1.3098 4.9755 0.00
C -1.5504 1.4829 4.3040 0.00
C -1.6971 1.0020 2.9857 0.00
C -0.7036 0.3258 2.3024 -0.01
C 0.5170 0.1139 3.0362 -0.01
H 1.4506 -6.8296 2.3737 0.00
H 3.5494 -5.8101 1.5665 0.00
H 3.5915 -3.4573 0.8412 0.00
H -0.5931 -3.1246 1.7149 0.00
H -0.6243 -5.4890 2.4499 0.00
H 2.9548 -2.6575 -1.3270 0.00
H 4.8045 -1.8544 -2.7190 0.00
H 5.7829 0.3860 -2.3156 0.00
H 4.8827 1.8109 -0.5083 0.00
H 3.0374 0.9967 0.9096 0.00
H 3.5856 -1.3760 2.7136 0.00
H 3.8734 -0.4332 4.9860 0.00
H 2.0217 0.8051 6.0427 0.00
H -0.2412 1.7016 5.9775 0.00
H -2.3765 2.0070 4.7718 0.00
H -2.6463 1.2051 2.4927 0.00
C -1.1012 1.8296 -5.8296 0.00
C -2.1872 1.7940 -4.8235 0.00
N -3.4505 1.9267 -5.0343 0.00
N -4.0239 1.7570 -3.8049 0.00
C -3.1448 1.4939 -2.8224 0.00
S -3.4427 1.1548 -1.2248 0.00
N -1.9481 1.5285 -3.4858 0.00
N -0.7329 1.3546 -2.8558 0.00
H -1.4983 2.1541 -6.7870 0.00
H -0.6768 0.8295 -5.9458 0.00
H -0.3045 2.5033 -5.5142 0.00
H -5.0189 1.8300 -3.7009 0.00
H -0.1438 0.7069 -3.3632 0.00
H -0.2623 2.2376 -2.6941 0.00
C -6.1520 6.5546 5.5652 0.00
C -5.2642 5.9006 4.5404 0.00
O -5.4716 4.8332 4.0341 0.00
S -3.8260 6.8987 4.1643 0.00
C -2.9418 5.8484 3.0347 0.00
C -3.4701 5.5602 1.7831 0.00
C -2.7671 4.7426 0.9164 0.00
C -1.5250 4.2195 1.2846 0.00
C -0.9995 4.5355 2.5408 0.00
C -1.7059 5.3421 3.4144 0.00
C -0.8140 3.3179 0.4300 0.00
C -0.1557 2.5257 -0.2334 0.00
H -7.1883 6.4962 5.2354 0.00
H -5.8701 7.5920 5.7340 0.00
H -6.0659 6.0010 6.5010 0.00
H -4.4300 5.9688 1.4989 0.00
H -3.1826 4.4935 -0.0514 0.00
H -0.0424 4.1196 2.8259 0.00
H -1.3059 5.5680 4.3943 0.00
C 1.4959 -2.8417 -5.7868 0.00
C 1.6724 -3.6868 -4.5573 0.00
C 2.7756 -4.5048 -4.3911 0.00
C 2.9139 -5.2839 -3.2491 0.00
Cl 4.3029 -6.3102 -3.0773 0.00
C 1.9594 -5.2430 -2.2541 0.00
C 0.8562 -4.4120 -2.4003 0.00
C 0.7024 -3.6481 -3.5467 0.00
O -0.3661 -2.8406 -3.7887 0.00
C -1.3207 -2.7339 -2.7669 0.00
C -0.9293 -1.7161 -1.6999 0.00
O 0.0881 -0.9998 -1.8738 -0.01
O -1.6794 -1.6109 -0.6953 -0.01
H 2.3094 -3.0075 -6.4905 0.00
H 1.4749 -1.7826 -5.5207 0.00
H 0.5478 -3.0719 -6.2745 0.00
H 3.5376 -4.5430 -5.1590 0.00
H 2.0745 -5.8416 -1.3600 0.00
H 0.1359 -4.3652 -1.5921 0.00
H -1.5200 -3.6962 -2.2890 0.00
H -2.2463 -2.3903 -3.2292 0.00
```

[3]
A molecular structure, C4H8N2. Source: OMol25; level of theory: ωB97M-V/def2-TZVPD.

Properties
LUMO level = 0.943 eV
Strongest force on any atom = 7.5 eV/Å
ΔE to the lowest compared entry with this formula, charge and spin = 3.8236 eV
Calculated total energy = -266.581489 a.u.

The geometry in XYZ format:
```
14
Properties=species:S:1:pos:R:3:nbo_charge:R:1
C 0.0963 0.7060 0.1357 -0.48
C 1.9631 0.8956 0.1330 -0.61
C 0.0277 -0.6878 0.0079 0.36
C -1.9140 -0.7260 0.1287 0.03
N 0.7001 -1.7079 -0.0737 -0.63
N -2.7963 -0.1599 -0.5648 -0.63
H 0.2127 -2.5971 -0.1564 0.37
H -2.4431 0.6053 -1.1470 0.33
H -2.2599 -1.5497 0.7696 0.14
H -0.2174 1.2590 -0.7436 0.24
H -0.2016 1.1039 1.0998 0.25
H 2.0969 1.9688 0.2353 0.20
H 2.3768 0.3631 0.9835 0.21
H 2.3586 0.5266 -0.8080 0.21
```